No. 1
This record from the Open Molecules 2025 dataset describes C3H7N in the gas phase. The level of theory is ωB97M-V/def2-TZVPD.

Last column: natural (NBO) charge in e.
Geometry (Å):
C -0.84811 0.54835 1.06144  -0.43
C -0.06895 0.87365 -0.04574  -0.19
C 0.36626 -0.15367 -0.95225  -0.29
N 0.82375 -1.43828 -0.37121  -0.78
H -1.58569 1.22755 1.33557  0.19
H -0.93376 -0.33246 1.75515  0.20
H -0.08918 1.94439 -0.24222  0.22
H 1.21102 0.25627 -1.49495  0.19
H -0.51044 -0.35677 -1.58310  0.21
H 1.61067 -1.10901 0.24235  0.34
H 0.02442 -1.46003 0.29495  0.34

Summary:
**E**: -4712.4388 eV

=====

No. 2
This record from the Open Molecules 2025 dataset describes C3H7N in the gas phase. The level of theory is ωB97M-V/def2-TZVPD.

Last column: natural (NBO) charge in e.
Geometry (Å):
C 1.65203 -0.40622 0.92178  -0.64
C 0.47555 0.25976 0.31883  -0.34
C -0.54190 -0.29987 -0.36190  0.03
N -1.58025 0.51286 -0.84371  -0.82
H 1.79839 -1.47567 0.72136  0.21
H 1.74809 -0.32648 1.99429  0.21
H 2.54576 -0.04586 0.40803  0.21
H 0.62312 1.25853 -0.09095  0.20
H -0.58521 -1.31251 -0.76756  0.19
H -2.47686 0.10320 -1.00692  0.38
H -1.62535 1.33595 -0.27381  0.37

Summary:
**E**: -4713.3105 eV

=====

No. 3
This record from the Open Molecules 2025 dataset describes C3H7N in the gas phase. The level of theory is ωB97M-V/def2-TZVPD.

Last column: natural (NBO) charge in e.
Geometry (Å):
C -1.11607 -0.94591 1.17989  -0.39
C -0.63140 -0.30661 0.13348  -0.19
C 0.73254 0.28021 -0.01696  -0.27
N 0.84198 1.22503 -1.14660  -0.83
H -2.09205 -1.41780 1.21740  0.20
H -0.65219 -1.03023 2.15922  0.19
H -1.19318 -0.31072 -0.79700  0.19
H 1.02763 0.83561 0.87796  0.19
H 1.49252 -0.49278 -0.10163  0.19
H 0.00855 1.20755 -1.72120  0.35
H 1.58165 0.95565 -1.78455  0.36

Summary:
**E**: -4713.4999 eV

=====

No. 4
This record from the Open Molecules 2025 dataset describes 2 unconnected molecules or ions with the total composition C3H7N. The level of theory is ωB97M-V/def2-TZVPD.

Last column: natural (NBO) charge in e.
Geometry (Å):
C 1.69012 0.86032 -0.01070  -0.27
C 2.23223 -0.19673 -0.15827  -0.22
H 1.19554 1.81982 0.10839  0.26
H 2.49234 -1.26082 -0.27673  0.25
C -0.61871 -0.46853 0.13426  -0.42
N -1.68599 0.45184 -0.23003  -0.86
H 0.32088 0.11672 0.27624  0.20
H -0.63302 -1.05478 1.14917  0.16
H -0.32794 -1.10061 -0.78039  0.19
H -2.43088 -0.01471 -0.86854  0.36
H -2.23457 0.84747 0.65661  0.36

Summary:
**E**: -4710.2800 eV

=====

No. 5
This record from the Open Molecules 2025 dataset describes a gas-phase ion, C3H7N2O (charge +1). The level of theory is ωB97M-V/def2-TZVPD.

Last column: natural (NBO) charge in e.
Geometry (Å):
N 1.67010 0.12056 -0.33006  -0.70
C 0.47689 0.01351 0.59630  0.17
C -0.67029 1.15937 0.04444  0.07
N -1.66022 0.51795 -0.37942  -0.33
C -1.53522 -0.87040 -0.18637  0.04
O -0.14544 -1.10289 0.26266  -0.53
H 2.38999 -0.57638 -0.06593  0.46
H 2.08091 1.09984 -0.22603  0.45
H 1.24461 -0.04953 -1.20705  0.45
H 0.62107 0.11721 1.65920  0.22
H -0.52839 2.16623 0.25327  0.22
H -2.20036 -1.13252 0.73424  0.24
H -1.74365 -1.46296 -1.15526  0.24

Summary:
**Charge**: +1
**E**: -8243.5171 eV

=====

No. 6
This record from the Open Molecules 2025 dataset describes 2 unconnected molecules or ions with the total composition C3H7N2O. The level of theory is ωB97M-V/def2-TZVPD.

Last column: natural (NBO) charge in e.
Geometry (Å):
C -0.95893 0.45040 1.28748  -0.05
C -0.66739 0.33925 -0.02494  -0.04
N 0.62167 0.78419 -0.18469  -0.45
C 1.10531 1.17446 0.99282  0.26
N 0.15544 0.98836 1.89654  -0.45
H -1.83434 0.16232 1.86588  0.27
H -1.26363 -0.05077 -0.83125  0.27
H 1.14488 1.03920 -1.01736  0.46
H 2.07264 1.60413 1.18169  0.26
H 0.30786 1.01812 2.90484  0.46
H 0.34129 -2.40762 -3.51962  0.47
H -1.09200 -2.87944 -3.17826  0.48
O -0.18701 -2.81966 -2.83190  -0.95

Summary:
**Charge**: +1
**E**: -8245.8179 eV

=====

No. 7
This record from the Open Molecules 2025 dataset describes 2 unconnected molecules or ions with the total composition C3H7N2O. The level of theory is ωB97M-V/def2-TZVPD.

Last column: natural (NBO) charge in e.
Geometry (Å):
C -0.61446 -0.04182 -0.57438  0.40
C 0.67176 -3.33007 -1.77417  0.50
C 1.92811 -0.37134 -0.20909  -0.46
N 0.61235 0.26191 -0.14363  -0.52
N -1.02202 -1.15066 -1.12537  -0.74
O 1.11213 -4.24365 -1.25759  -0.41
H -1.38192 0.56655 -0.28177  0.22
H 0.72539 1.24636 0.10514  0.43
H 2.26092 -0.51846 -1.24421  0.23
H 2.72564 0.38077 0.20760  0.25
H 2.08395 -1.19359 0.43157  0.24
H -1.94198 -1.21886 -1.60225  0.44
H -0.48951 -2.04163 -1.35219  0.40

Summary:
**Charge**: +1
**E**: -8244.7911 eV

=====

No. 8
This record from the Open Molecules 2025 dataset describes 2 unconnected molecules or ions with the total composition C3H7N2O. The level of theory is ωB97M-V/def2-TZVPD.

Last column: natural (NBO) charge in e.
Geometry (Å):
C -1.35302 1.08733 -0.36575  -0.05
C -0.73805 0.11872 -1.06969  -0.03
N 0.57364 0.09726 -0.66014  -0.44
C 0.74919 1.00662 0.28296  0.26
N -0.40683 1.60434 0.49937  -0.45
H -2.38973 1.38183 -0.34046  0.27
H -1.08729 -0.51577 -1.86507  0.27
H 1.33992 -0.50427 -0.92119  0.46
H 1.67290 1.24486 0.79236  0.26
H -0.52384 2.39381 1.12042  0.46
H 0.60069 -3.11575 1.75865  0.48
H 1.68692 -2.75482 0.77661  0.47
O 0.72989 -2.84447 0.84037  -0.95

Summary:
**Charge**: +1
**E**: -8245.9417 eV

=====

No. 9
This record from the Open Molecules 2025 dataset describes 2 unconnected molecules or ions with the total composition C3H7N2O2. The level of theory is ωB97M-V/def2-TZVPD.

Last column: natural (NBO) charge in e.
Geometry (Å):
C -2.59612 0.32736 0.38078  0.66
C 1.26376 0.68999 0.03748  0.72
C 0.48675 -1.70805 -0.09487  -0.47
N 1.67465 1.88863 0.15844  -0.79
N 0.94159 -0.40450 -0.15906  -0.21
O -2.24991 -0.77543 0.06770  -0.62
O -2.53215 1.38030 -0.40261  -0.67
H -2.97276 0.61370 1.37137  0.14
H 0.54666 -2.07436 0.93146  0.26
H 1.07599 -2.33352 -0.76430  0.25
H -0.56795 -1.72764 -0.39128  0.31
H 2.53328 2.08366 0.66310  0.46
H 1.15975 2.67545 -0.22058  0.46
H -2.32532 1.14658 -1.32500  0.50

Summary:
**Charge**: +1
**E**: -10291.9690 eV

=====

No. 10
This record from the Open Molecules 2025 dataset describes 2 unconnected molecules or ions with the total composition C3H7N2O2. The level of theory is ωB97M-V/def2-TZVPD.

Last column: natural (NBO) charge in e.
Geometry (Å):
C 0.72190 -0.02067 -0.98627  0.45
C 0.33858 -0.19281 0.37425  0.37
C 0.25615 -0.76403 -2.16901  -0.71
N -1.72422 0.58413 0.83481  -0.11
N 0.92898 -0.27875 1.43309  -0.63
O 1.40415 0.96771 -1.03549  -0.44
O -1.68817 1.08941 2.04565  -0.45
H -0.08885 -1.74021 -1.80918  0.24
H 1.15118 -0.59950 -2.81966  0.29
H -0.47497 -0.05383 -2.57988  0.28
H -1.88812 -0.43077 0.92449  0.35
H 1.87111 -0.51178 1.46620  0.42
H 0.52723 -0.04916 2.33136  0.43
H -1.33494 2.00026 1.98963  0.51

Summary:
**Charge**: +1
**E**: -10287.0475 eV

=====

No. 11
This record from the Open Molecules 2025 dataset describes 2 unconnected molecules or ions with the total composition C3H7N2O2S. The level of theory is ωB97M-V/def2-TZVPD.

Last column: natural (NBO) charge in e.
Geometry (Å):
C -0.17984 -1.56651 0.95061  -0.45
C 1.12515 -2.00078 0.13136  -0.44
C 0.86928 -0.54747 0.53650  -0.11
N 0.94815 1.69507 -0.18030  -0.68
N 0.58920 0.33137 -0.52533  -0.28
O -1.68203 3.14866 -1.25908  -1.02
O -3.27334 1.37494 -1.68967  -1.00
S -2.21691 1.88457 -0.81484  1.24
H -1.08441 -1.60433 0.39331  0.22
H -0.50379 -2.11361 1.91039  0.20
H 1.90111 -2.59888 0.56238  0.20
H 0.78503 -2.20841 -0.90318  0.22
H 1.54824 -0.20240 1.33221  0.19
H 0.36977 2.23430 0.59896  0.34
H 0.80440 2.17349 -1.04332  0.37

Summary:
**Charge**: -1
**E**: -21131.8927 eV

=====

No. 12
This record from the Open Molecules 2025 dataset describes C3H7N2O3P in the gas phase. The level of theory is ωB97M-V/def2-TZVPD.

Last column: natural (NBO) charge in e.
Geometry (Å):
C 1.26976 0.63304 1.90383  -0.25
O 1.71680 0.56093 0.51685  -0.81
P 0.85577 0.73910 -0.76324  2.42
O 1.87421 0.46018 -1.89229  -0.94
N -0.10078 2.00669 -1.14141  -1.05
C -0.79777 2.65914 -0.23063  0.40
N -1.56544 3.09484 0.51900  -0.43
O -0.06033 -0.99181 -0.72560  -0.76
C -1.42154 -0.94223 -0.48068  -0.26
H 1.05258 -0.43059 2.29360  0.21
H 0.27832 1.25571 2.00277  0.21
H 1.93325 1.11048 2.49938  0.20
H 1.58950 0.89317 -2.67001  0.52
H -1.77762 0.11676 -0.23930  0.18
H -1.60165 -1.52058 0.42255  0.17
H -2.01307 -1.39394 -1.30140  0.18

Summary:
**E**: -21635.2956 eV

=====

No. 13
This record from the Open Molecules 2025 dataset describes 2 unconnected molecules or ions with the total composition C3H7N2OP. The level of theory is ωB97M-V/def2-TZVPD.

Last column: natural (NBO) charge in e.
Geometry (Å):
C -2.24850 -0.03907 0.41506  0.49
C -0.07239 0.99158 -1.21928  -1.18
C 1.79802 -0.29070 1.03380  -0.95
N -2.47099 0.95867 -0.17992  -0.61
N -1.73712 -0.79208 1.23951  -0.83
O 0.94396 -1.56817 -1.35219  -0.97
P 0.69907 -0.39244 -0.46720  1.90
H -0.42573 0.75978 -2.30365  0.30
H -1.17027 1.16932 -0.63521  0.35
H 0.64006 1.92440 -1.32217  0.29
H 2.76640 -0.47326 0.71939  0.25
H 1.70920 0.75477 1.25505  0.26
H 1.45394 -1.19660 1.60690  0.29
H -1.88564 -1.80619 1.20991  0.39

Summary:
**E**: -17537.7221 eV

=====

No. 14
This record from the Open Molecules 2025 dataset describes a gas-phase ion, C3H7N2OS (charge -1). The level of theory is ωB97M-V/def2-TZVPD.

Last column: natural (NBO) charge in e.
Geometry (Å):
N 1.22654 -1.11798 0.95820  -0.84
C -0.13138 -0.91797 0.97983  0.69
O -0.84040 -1.64330 1.65892  -0.65
C -0.63404 0.19930 0.09369  -0.17
N 0.02354 1.44628 0.55489  -0.86
C -0.38250 -0.06853 -1.39174  -0.53
S -0.84869 1.36855 -2.42898  -0.72
H 1.83859 -0.36430 0.70024  0.39
H 1.58013 -1.82541 1.57742  0.38
H -1.69937 0.31724 0.25677  0.21
H -0.63395 2.19356 0.37488  0.38
H 0.78518 1.63868 -0.09591  0.35
H 0.67939 -0.29283 -1.52318  0.17
H -0.96304 -0.93328 -1.71503  0.19

Summary:
**Charge**: -1
**E**: -19089.1199 eV

=====

No. 15
This record from the Open Molecules 2025 dataset describes a gas-phase ion, C3H7N2OS (charge +1). The level of theory is ωB97M-V/def2-TZVPD.

Last column: natural (NBO) charge in e.
Geometry (Å):
C -1.71152 1.73046 -0.37787  -0.68
C -1.17048 0.37015 -0.43271  0.34
N 0.00645 0.20224 0.01470  -0.53
C 0.89346 -0.73027 -0.10822  0.66
N 1.71204 -0.89907 1.15370  -0.75
O 1.60201 -1.00397 -1.19651  -0.57
S 0.70535 -2.59309 -1.22753  0.11
H -2.32914 1.64404 0.45519  0.26
H -1.08578 2.62123 -0.26510  0.26
H -2.30154 1.84669 -1.20703  0.25
H -1.76918 -0.39270 -0.85022  0.22
H 2.56981 -1.47522 0.83468  0.50
H 1.07231 -1.40810 1.82038  0.47
H 1.80622 0.08764 1.38655  0.46

Summary:
**Charge**: +1
**E**: -19077.0576 eV

=====

No. 16
This record from the Open Molecules 2025 dataset describes 2 unconnected molecules or ions with the total composition C3H7N2OS. The level of theory is ωB97M-V/def2-TZVPD.

Last column: natural (NBO) charge in e.
Geometry (Å):
C -2.96777 0.22229 -0.23327  -0.46
C 1.33667 0.79406 -0.19096  0.41
C 0.36836 -1.14958 0.90958  0.53
N 0.90053 -0.42593 0.01467  -0.53
N 2.54243 1.03673 -0.66099  -0.67
O -0.15666 -2.30818 0.61309  -0.57
S -1.89548 1.30574 0.13911  0.06
H -3.88581 0.01117 0.43156  0.23
H -2.81910 -0.35908 -1.15517  0.20
H 0.55552 1.72328 -0.30992  0.25
H 2.73999 1.99139 -0.81900  0.43
H 3.29549 0.41303 -0.39007  0.43
H -0.19270 -2.37335 -0.30272  0.50
H 0.17854 -0.88157 1.95407  0.21

Summary:
**Charge**: +1
**E**: -19078.7445 eV

=====

No. 17
This record from the Open Molecules 2025 dataset describes a molecular structure, C3H7N2OSe. The level of theory is ωB97M-V/def2-TZVPD.

Last column: natural (NBO) charge in e.
Geometry (Å):
C -0.10266 0.96138 -0.01440  0.66
C -1.41662 1.22638 -0.56019  -0.64
C 1.32473 -1.04006 -0.34047  0.42
N 0.57184 -0.07517 -0.82603  -0.62
N 1.66278 -1.24868 0.90166  -0.68
O 0.38622 1.41579 0.99378  -0.53
Se -2.17673 -0.42279 0.24464  0.13
H -1.76253 2.23559 -0.14810  0.30
H -1.33701 1.10992 -1.60405  0.24
H 1.57844 -1.87734 -1.03337  0.23
H 0.48917 0.01108 -1.89653  0.46
H -2.70884 0.25265 1.57693  0.15
H 1.47124 -0.44329 1.46900  0.45
H 2.01998 -2.10546 1.23712  0.45

Summary:
**Charge**: +1
**E**: -73591.0545 eV

=====

No. 18
This record from the Open Molecules 2025 dataset describes 2 unconnected molecules or ions with the total composition C3H7N2S. The level of theory is ωB97M-V/def2-TZVPD.

Last column: natural (NBO) charge in e.
Geometry (Å):
C -0.10929 0.92634 2.18503  0.20
C -0.28743 -0.67175 -1.28575  -0.28
C 0.60828 -0.19552 -0.27170  -0.44
N -1.28678 0.45161 1.88018  -0.76
N 0.90301 0.06602 -1.73130  -0.55
S 1.09201 1.60924 2.84227  0.47
H -0.17496 -1.69745 -1.63970  0.20
H -1.25728 -0.28520 -1.53312  0.21
H 1.32312 -0.92525 0.16040  0.20
H -1.22460 -0.10723 1.11362  0.45
H -1.75488 0.26031 2.78035  0.45
H 1.56606 -0.39138 -2.40863  0.43
H 0.60274 0.96026 -2.09165  0.42

Summary:
**Charge**: +1
**E**: -17028.5648 eV